C13H31FO6S4 | ωB97M-V with the def2-TZVPD basis set

```
55
Properties=species:S:1:pos:R:3:mulliken_charge:R:1
C 1.601 2.220 1.026 -0.154
C 2.466 3.572 0.934 -0.573
S 1.607 5.097 1.543 -0.144
C 0.100 5.463 0.530 -0.246
O -0.963 5.855 1.478 -0.280
C -2.231 5.488 0.982 0.537
O -2.696 5.844 -0.123 -0.499
O -3.045 4.696 1.835 -0.373
C -2.583 3.313 1.866 -0.052
C -3.194 2.534 0.593 -0.594
C -2.080 1.700 -0.220 0.089
F -1.435 2.585 -1.176 -0.351
H 2.121 1.475 1.734 0.265
H 1.653 1.727 -0.016 0.093
H 0.535 2.366 1.398 -0.138
H 3.374 3.419 1.631 0.240
H 2.912 3.726 -0.112 0.353
H 0.316 6.416 -0.083 0.355
H -0.220 4.636 -0.184 0.168
H -1.442 3.224 1.882 0.064
H -3.014 2.854 2.818 0.301
H -3.671 3.345 -0.072 0.338
H -4.034 1.814 0.868 0.306
H -1.355 1.287 0.563 0.174
H -2.583 0.879 -0.827 0.123
C 3.432 -0.754 -0.026 -0.801
S 4.789 -0.390 1.104 0.438
O 4.770 1.083 1.371 -0.566
C 6.108 -0.707 -0.087 -0.922
H 2.491 -0.585 0.497 0.177
H 3.486 -0.097 -0.897 0.371
H 3.489 -1.798 -0.339 0.424
H 5.993 -0.054 -0.953 0.295
H 6.074 -1.753 -0.398 0.341
H 7.066 -0.505 0.395 0.322
C 0.339 -5.011 0.535 -0.825
S 2.042 -4.936 -0.061 0.395
O 2.443 -3.496 -0.089 -0.568
C 1.665 -5.426 -1.757 -0.941
H 0.326 -4.703 1.581 0.368
H -0.290 -4.337 -0.050 0.118
H -0.030 -6.035 0.455 0.407
H 0.952 -4.726 -2.197 0.282
H 1.252 -6.436 -1.761 0.379
H 2.590 -5.412 -2.335 0.318
C -4.922 -2.382 -2.338 -0.957
S -4.582 -2.467 -0.567 0.398
O -3.789 -1.253 -0.205 -0.519
C -3.431 -3.855 -0.667 -0.922
H -5.601 -1.548 -2.520 0.329
H -3.993 -2.220 -2.888 0.310
H -5.394 -3.311 -2.663 0.372
H -2.596 -3.599 -1.322 0.230
H -3.953 -4.734 -1.048 0.436
H -3.054 -4.064 0.335 0.308
```

As for the net charge: 0. The calculation puts the LUMO energy at 0.005 Eh. The HOMO energy is -0.309 Ha. Its HOMO-LUMO gap is 8.5298 eV.


C13H31FO8S5 | ωB97M-V with the def2-TZVPD basis set

```
58
Properties=species:S:1:pos:R:3:mulliken_charge:R:1
C -0.461 1.045 2.244 -0.775
S -1.051 0.642 0.639 1.582
O -2.400 1.105 0.460 -0.723
O -0.104 1.093 -0.348 -0.688
C -1.064 -1.158 0.588 -0.534
C -1.397 -1.656 -0.812 -1.286
C -1.424 -3.194 -0.883 -0.933
C -1.236 -3.838 0.464 0.569
C -1.294 -5.360 0.429 -0.878
C -0.437 -6.022 1.502 -0.268
F 0.133 -7.183 0.996 -0.338
O -2.318 -3.375 1.328 -0.465
S -2.176 -1.873 1.835 1.457
O -1.455 -1.862 3.070 -0.697
O -3.473 -1.298 1.785 -0.628
H -1.322 1.166 2.897 0.372
H 0.133 1.955 2.143 0.272
H 0.135 0.224 2.638 0.338
H -0.071 -1.505 0.877 0.604
H -0.666 -1.247 -1.507 0.280
H -2.362 -1.238 -1.104 0.612
H -0.691 -3.569 -1.585 0.333
H -2.408 -3.483 -1.263 0.404
H -0.286 -3.552 0.922 0.202
H -2.336 -5.650 0.563 0.328
H -0.935 -5.726 -0.532 0.410
H 0.383 -5.374 1.815 0.271
H -1.015 -6.285 2.387 0.264
C 3.008 -1.658 -3.068 -1.046
S 2.342 -3.224 -2.502 0.438
O 1.513 -2.919 -1.301 -0.473
C 3.889 -3.902 -1.901 -1.046
H 2.179 -1.062 -3.442 0.320
H 3.485 -1.146 -2.233 0.322
H 3.722 -1.840 -3.872 0.427
H 4.307 -3.234 -1.148 0.319
H 4.578 -4.024 -2.736 0.413
H 3.674 -4.872 -1.458 0.324
C 2.125 5.240 0.186 -0.812
S 2.601 3.744 1.053 0.535
O 1.484 3.433 1.987 -0.663
C 3.900 4.486 2.045 -1.008
H 1.280 4.994 -0.454 0.147
H 1.830 5.999 0.909 0.303
H 2.961 5.586 -0.422 0.405
H 3.483 5.300 2.638 0.294
H 4.690 4.851 1.389 0.377
H 4.296 3.715 2.702 0.326
C -3.833 5.264 -0.070 -0.962
S -2.106 5.114 -0.539 0.627
O -1.705 6.410 -1.155 -0.661
C -2.373 3.939 -1.868 -0.898
H -3.892 5.990 0.739 0.307
H -4.411 5.613 -0.925 0.314
H -4.193 4.295 0.275 0.326
H -3.053 4.372 -2.602 0.435
H -2.776 3.017 -1.449 0.253
H -1.407 3.737 -2.326 0.274
```

As for the net charge: 0. The calculation puts the LUMO energy at 0.011 Eh. The HOMO energy is -0.315 Ha. Its HOMO-LUMO gap is 8.8721 eV.


C13H31N2O9V | ωB97M-V with the def2-TZVPD basis set

```
56
Properties=species:S:1:pos:R:3:mulliken_charge:R:1
O 0.853 2.236 -0.960 -0.598
V 0.857 1.120 -2.073 1.011
O -0.528 1.195 -2.850 -0.612
O 4.674 1.997 -3.356 -0.486
C 3.426 1.705 -2.933 0.878
O 3.234 0.821 -2.065 -0.572
O 2.444 2.297 -3.447 -0.639
H 4.494 2.693 -4.014 0.331
C 0.507 1.110 2.909 -1.050
O 0.488 0.266 1.771 0.007
C 1.767 0.146 1.181 -1.352
C 1.685 -0.908 0.093 -0.686
N 0.497 -0.681 -0.763 1.641
C 0.275 -1.798 -1.688 -0.862
C 1.349 -2.078 -2.696 -0.703
O 1.430 -0.930 -3.525 -0.146
C 2.517 -0.934 -4.427 -0.942
H -0.432 0.912 3.428 0.344
H 0.556 2.158 2.592 0.236
H 1.331 0.945 3.609 0.341
H 2.541 -0.159 1.893 0.500
H 2.065 1.112 0.757 0.434
H 1.560 -1.885 0.574 0.474
H 2.577 -0.868 -0.529 0.535
H -0.344 -0.594 -0.174 -0.608
H -0.659 -1.651 -2.241 0.300
H 0.006 -2.698 -1.117 0.498
H 1.083 -2.986 -3.240 0.466
H 2.307 -2.269 -2.201 0.335
H 2.382 -1.667 -5.230 0.318
H 3.515 -1.083 -4.010 0.366
H 2.488 0.053 -4.891 0.286
C -2.558 3.453 1.163 -0.721
O -3.028 2.128 1.020 -0.395
C -2.600 1.599 -0.219 -0.254
C -3.046 0.173 -0.393 -0.926
N -2.226 -0.819 0.336 -0.507
C -2.284 -0.595 1.804 -0.288
C -1.571 -1.661 2.590 -0.243
O -1.533 -1.252 3.931 -0.348
C -0.872 -2.180 4.749 -0.761
H -1.478 3.494 0.998 0.243
H -2.746 3.801 2.180 0.243
H -3.125 4.119 0.506 0.329
H -1.507 1.611 -0.247 0.071
H -2.874 2.225 -1.074 0.620
H -2.956 -0.079 -1.453 0.396
H -4.114 0.019 -0.196 0.470
H -2.633 -1.746 0.223 0.263
H -3.329 -0.502 2.126 0.554
H -1.803 0.368 1.964 -0.201
H -0.557 -1.833 2.204 0.004
H -2.076 -2.633 2.455 0.548
H -1.269 -3.190 4.616 0.320
H -0.967 -1.862 5.785 0.270
H 0.209 -2.216 4.555 0.270
```

As for the net charge: 0. The calculation puts the LUMO energy at 0.006 Eh. The HOMO energy is -0.347 Ha. Its HOMO-LUMO gap is 9.5986 eV.


C13H31O7PS | ωB97M-V with the def2-TZVPD basis set

```
53
Properties=species:S:1:pos:R:3:mulliken_charge:R:1
C -0.353 3.347 5.625 -1.268
C -1.104 2.058 5.377 -0.263
C -2.061 2.131 4.236 -0.530
O -1.368 2.062 2.998 -0.294
C -2.191 1.804 1.926 -0.387
O -1.500 1.015 0.984 -0.217
S 0.024 0.631 1.480 0.746
O 0.880 1.095 0.437 -0.636
O -0.136 -1.004 1.318 -0.095
P 1.176 -1.921 1.860 -0.125
C 2.515 -1.646 0.632 -0.981
C 1.861 -1.156 3.395 -0.362
C 1.422 -1.955 4.629 -1.428
H 0.163 3.692 4.744 0.303
H 0.371 3.234 6.417 0.379
H -1.045 4.125 5.912 0.346
H -1.707 1.869 6.254 0.344
H -0.426 1.218 5.300 0.153
H -2.746 1.299 4.320 0.414
H -2.605 3.069 4.275 0.278
H -3.073 1.246 2.219 0.388
H -2.496 2.730 1.451 0.254
H 2.538 -0.643 0.235 0.273
H 2.323 -2.325 -0.184 0.294
H 3.452 -1.945 1.069 0.494
H 2.936 -1.200 3.351 0.376
H 1.607 -0.115 3.548 0.376
H 1.931 -2.900 4.598 0.445
H 0.357 -2.111 4.650 0.340
H 1.747 -1.415 5.500 0.394
C -2.105 -0.416 -2.096 -0.584
O -1.087 0.065 -2.947 -0.379
C 0.224 -0.020 -2.403 -0.132
C 1.219 -0.498 -3.439 -0.408
O 1.092 -1.858 -3.830 -0.468
C -0.032 -2.255 -4.597 -0.278
C -0.066 -1.735 -6.019 -0.534
O -0.326 -0.343 -6.074 -0.279
C 0.459 0.352 -7.017 -0.807
H -2.352 0.318 -1.327 0.095
H -2.987 -0.598 -2.711 0.321
H -1.818 -1.362 -1.622 0.344
H 0.251 -0.697 -1.544 0.097
H 0.521 0.976 -2.066 0.359
H 2.209 -0.429 -2.982 0.451
H 1.231 0.163 -4.308 0.070
H -0.965 -2.037 -4.075 0.068
H 0.044 -3.343 -4.661 0.410
H -0.877 -2.249 -6.551 0.383
H 0.881 -1.979 -6.514 0.345
H 1.510 0.049 -6.960 0.372
H 0.398 1.412 -6.776 0.232
H 0.082 0.194 -8.034 0.315
```

As for the net charge: 0. The calculation puts the LUMO energy at 0.026 Eh. The HOMO energy is -0.314 Ha. Its HOMO-LUMO gap is 9.2689 eV.


C13H32AlFO8P3 | ωB97M-V with the def2-TZVPD basis set

```
58
Properties=species:S:1:pos:R:3:mulliken_charge:R:1
C 0.302 0.365 -1.703 0.934
C -0.330 -0.269 -0.886 -1.497
Al -1.603 -1.315 0.360 -0.162
C -3.253 -1.850 -0.731 -0.034
F -3.225 -3.185 -1.264 -0.368
C -3.376 -0.798 -1.899 -0.605
C -3.547 0.678 -1.337 -0.721
P -0.401 -3.079 1.295 0.353
C -1.209 -3.791 2.839 -0.976
C 0.067 -4.405 0.046 -1.141
H 0.628 0.926 -2.593 0.372
H -2.128 -0.347 1.537 -0.296
H -4.205 -1.719 -0.137 0.260
H -2.495 -0.834 -2.586 0.245
H -4.281 -0.988 -2.549 0.408
H -3.862 0.616 -0.267 0.310
H -4.297 1.261 -1.922 0.206
H -2.571 1.225 -1.425 0.057
H -2.319 -3.667 2.895 0.323
H -0.747 -3.286 3.729 0.178
H -0.967 -4.881 2.958 0.304
H 0.070 -4.063 -1.015 0.336
H -0.544 -5.343 0.137 0.300
H 1.127 -4.708 0.276 0.302
C 0.518 5.476 -3.669 -0.819
O 0.168 4.244 -4.315 -0.289
P -1.478 3.792 -4.152 1.000
O -1.123 2.337 -4.319 -0.633
O -1.832 4.463 -5.611 -0.337
C -0.870 4.542 -6.652 -0.638
O -3.120 3.405 -3.958 -0.127
C -4.039 4.501 -3.876 -0.723
H 1.570 5.679 -3.861 0.240
H -0.083 6.301 -4.066 0.355
H 0.363 5.391 -2.591 0.339
H -0.205 3.679 -6.666 0.296
H -0.296 5.463 -6.547 0.235
H -1.406 4.587 -7.601 0.269
H -4.109 5.023 -4.832 0.259
H -3.739 5.196 -3.092 0.328
H -5.024 4.099 -3.632 0.243
C 4.298 -3.497 6.708 -0.762
O 3.396 -2.410 6.469 -0.323
P 4.009 -1.187 5.445 1.028
O 3.162 -0.100 6.037 -0.674
O 3.308 -1.848 4.127 -0.297
C 2.056 -2.529 4.194 -0.588
O 4.900 -0.155 4.439 -0.309
C 5.816 -0.778 3.531 -0.608
H 3.798 -4.228 7.342 0.243
H 4.578 -3.977 5.765 0.337
H 5.194 -3.136 7.219 0.316
H 1.379 -2.083 4.922 0.344
H 2.234 -3.579 4.433 0.286
H 1.589 -2.485 3.207 0.144
H 5.282 -1.336 2.761 0.260
H 6.499 -1.441 4.066 0.261
H 6.399 0.007 3.044 0.255
```

As for the net charge: -1. The calculation puts the LUMO energy at -0.022 Eh. The HOMO energy is -0.122 Ha. Its HOMO-LUMO gap is 2.7331 eV.


C13H32IO9PS3 | ωB97M-V with the def2-TZVPD basis set

```
59
Properties=species:S:1:pos:R:3:mulliken_charge:R:1
C -2.017 5.521 1.981 -1.052
C -3.555 5.689 2.162 -0.251
C -4.055 5.642 3.625 -0.671
C -3.595 4.394 4.438 -0.575
P -4.975 3.137 4.720 -0.089
I -6.107 2.893 2.547 -0.129
C -4.038 1.541 5.134 -0.746
C -4.149 0.457 4.025 -0.702
C -3.196 -0.759 4.253 -0.767
S -2.152 -0.989 2.779 1.202
O -2.890 -1.767 1.752 -0.651
O -1.636 0.273 2.223 -0.603
O -0.842 -1.865 3.275 -0.469
H -1.516 6.499 1.939 0.306
H -1.527 4.926 2.759 0.287
H -1.854 5.028 1.011 0.289
H -3.805 6.695 1.783 0.343
H -4.083 4.981 1.514 0.102
H -5.159 5.593 3.578 0.331
H -3.820 6.552 4.189 0.385
H -2.736 3.859 4.008 0.267
H -3.315 4.749 5.444 0.323
H -2.989 1.783 5.380 0.464
H -4.471 1.111 6.051 0.470
H -5.172 0.069 3.986 0.300
H -3.877 0.920 3.068 0.440
H -3.807 -1.667 4.329 0.360
H -2.546 -0.683 5.133 0.485
H -0.624 -2.479 2.568 0.351
C 1.949 -1.003 -0.494 -0.888
C 1.664 -2.391 0.046 -0.274
O 2.258 -3.416 -0.763 -0.303
S 3.835 -3.684 -0.605 1.176
C 3.882 -5.222 -1.472 -0.924
O 4.131 -3.914 0.781 -0.653
O 4.554 -2.703 -1.368 -0.557
H 3.006 -0.754 -0.402 0.314
H 1.375 -0.255 0.054 0.397
H 1.691 -0.944 -1.552 0.104
H 1.992 -2.484 1.085 0.347
H 0.588 -2.570 0.026 0.248
H 3.296 -5.953 -0.922 0.320
H 4.923 -5.536 -1.526 0.377
H 3.483 -5.074 -2.473 0.291
C 4.686 -1.215 -4.193 -0.964
C 3.263 -1.633 -4.506 -0.001
O 2.899 -1.358 -5.868 -0.301
S 3.433 -2.357 -7.007 1.237
C 2.380 -1.789 -8.306 -0.935
O 3.065 -3.700 -6.652 -0.641
O 4.790 -2.018 -7.328 -0.612
H 5.405 -1.836 -4.728 0.306
H 4.883 -1.311 -3.127 0.338
H 4.860 -0.182 -4.498 0.308
H 3.102 -2.689 -4.277 0.237
H 2.572 -1.061 -3.887 0.049
H 1.348 -2.000 -8.039 0.313
H 2.654 -2.327 -9.210 0.372
H 2.538 -0.722 -8.443 0.316
```

Its SMILES is CCCCP(I)CCCS(=O)(=O)O.CCOS(C)(=O)=O.CCOS(C)(=O)=O. As for the net charge: 0. The calculation puts the LUMO energy at 0.003 Eh. The HOMO energy is -0.312 Ha. Its HOMO-LUMO gap is 8.5687 eV.


C13H32O3SSiSn | ωB97M-V with the def2-TZVPD basis set

```
51
Properties=species:S:1:pos:R:3:mulliken_charge:R:1
Sn 0.794 0.313 -0.997 0.789
C 0.874 -0.090 -3.101 -0.876
H 1.869 -0.086 -3.637 0.394
H 0.296 -0.997 -2.997 0.343
H 0.201 0.655 -3.462 0.390
H -1.125 -0.726 -0.670 0.163
H -1.146 -0.212 -0.121 0.114
C -1.839 2.568 0.926 -1.458
C -0.761 2.200 1.950 1.105
C 0.480 3.077 1.734 -0.943
C -1.316 2.348 3.361 -1.274
O -0.451 0.835 1.734 -0.073
Si 0.671 -0.091 2.531 0.362
S 1.679 -0.997 0.882 -0.311
O 1.583 0.905 3.478 0.148
C 2.163 0.926 4.812 1.543
C 3.467 0.149 4.757 -1.650
C 2.441 2.384 5.147 -1.697
C 1.240 0.297 5.843 -1.414
O -0.150 -1.010 3.631 0.030
C -0.910 -2.252 3.658 1.386
C 0.050 -3.410 3.427 -1.488
C -1.571 -2.411 5.010 -1.640
C -1.966 -2.221 2.571 -1.463
H -2.094 3.618 1.124 0.489
H -2.742 1.959 1.064 0.346
H -1.465 2.461 -0.093 0.272
H 0.168 4.124 1.855 0.505
H 1.262 2.891 2.484 0.118
H 0.871 2.920 0.739 0.145
H -2.151 1.662 3.507 0.312
H -0.541 2.156 4.104 0.036
H -1.677 3.366 3.483 0.583
H 4.138 0.593 4.023 0.360
H 3.969 0.144 5.729 0.434
H 3.281 -0.891 4.464 0.340
H 1.530 2.988 5.160 0.303
H 2.905 2.470 6.137 0.467
H 3.129 2.826 4.423 0.395
H 0.264 0.780 5.890 0.317
H 1.092 -0.766 5.644 0.241
H 1.674 0.373 6.850 0.542
H 0.798 -3.438 4.222 0.359
H -0.467 -4.378 3.447 0.464
H 0.550 -3.315 2.462 0.270
H -2.315 -1.643 5.233 0.381
H -2.089 -3.383 4.999 0.466
H -0.870 -2.437 5.855 0.373
H -2.692 -1.429 2.752 0.352
H -1.529 -2.060 1.580 0.127
H -2.504 -3.176 2.550 0.523
```

As for the net charge: +2. The calculation puts the LUMO energy (alpha / beta) at -0.429 / -0.429 Eh. The HOMO energy (alpha / beta) is -0.586 / -0.586 Ha. Its HOMO-LUMO gap (alpha / beta) is 4.2844 / 4.2856 eV.


C13H33BFN2O9P2 | ωB97M-V with the def2-TZVPD basis set

```
61
Properties=species:S:1:pos:R:3:mulliken_charge:R:1
N -2.815 -0.279 2.915 -0.594
B -1.854 -1.064 2.039 0.484
F -1.677 -0.483 0.682 -0.449
N -0.493 -1.053 2.751 -0.658
C -0.478 0.206 3.365 0.797
O -0.428 1.527 3.694 -0.615
H -3.220 0.554 2.433 0.155
H -3.551 -0.886 3.349 0.152
H -2.155 -2.195 1.927 -0.264
O -5.951 0.166 -3.109 -0.733
P -5.076 -1.112 -3.137 1.020
O -4.830 -1.072 -4.783 -0.367
C -4.434 0.129 -5.428 -0.242
C -2.936 0.151 -5.662 -1.092
O -6.354 -2.179 -3.147 -0.344
C -7.581 -1.825 -2.530 -0.321
C -8.552 -1.276 -3.563 -1.026
O -4.099 -2.539 -3.169 -0.304
C -2.704 -2.462 -3.381 -0.012
C -2.002 -1.587 -2.367 -1.107
H -4.733 1.020 -4.870 0.310
H -4.949 0.161 -6.393 0.309
H -2.395 0.183 -4.711 0.229
H -2.648 1.032 -6.246 0.403
H -2.612 -0.744 -6.200 0.261
H -7.419 -1.115 -1.711 0.334
H -8.004 -2.730 -2.083 0.357
H -8.099 -0.494 -4.179 0.263
H -9.445 -0.868 -3.080 0.349
H -8.861 -2.071 -4.252 0.274
H -2.501 -2.149 -4.404 0.116
H -2.315 -3.483 -3.296 0.328
H -2.410 -0.571 -2.362 0.246
H -0.933 -1.532 -2.589 0.430
H -2.132 -1.990 -1.360 0.328
O 6.018 -0.254 1.971 -0.729
P 5.669 0.667 3.165 1.014
O 5.493 2.037 2.235 -0.363
C 4.715 2.011 1.048 -0.233
C 3.322 2.556 1.301 -1.000
O 7.246 0.934 3.626 -0.355
C 8.235 -0.055 3.385 -0.323
C 8.982 0.248 2.096 -1.030
O 5.280 1.697 4.500 -0.310
C 3.962 2.168 4.696 -0.115
C 2.949 1.051 4.815 -1.076
H 4.646 1.010 0.616 0.313
H 5.222 2.648 0.317 0.301
H 2.768 1.902 1.982 0.153
H 2.758 2.626 0.364 0.405
H 3.368 3.549 1.755 0.263
H 7.793 -1.057 3.370 0.333
H 8.939 -0.034 4.224 0.354
H 8.302 0.439 1.261 0.266
H 9.644 -0.579 1.827 0.349
H 9.587 1.156 2.214 0.276
H 3.701 2.877 3.911 0.156
H 3.967 2.742 5.630 0.328
H 2.959 0.404 3.933 0.345
H 1.943 1.463 4.933 0.320
H 3.175 0.422 5.679 0.342
```

As for the net charge: -1. The calculation puts the LUMO energy at 0.011 Eh. The HOMO energy is -0.175 Ha. Its HOMO-LUMO gap is 5.0593 eV.


no.,DFT total energy (eV)
1,-72322.2586
2,-87254.2078
3,-61079.2912
4,-48437.0927
5,-67556.2000
6,-82321.2491
7,-44671.1016
8,-57395.2824